Entry 1:
The following is a DFT calculation (ωB97M-V/def2-TZVPD) of a molecular structure, C31H32GaN6O2S2.

The geometry in XYZ format:
```
74
Properties=species:S:1:pos:R:3:forces:R:3:lowdin_charge:R:1
C -2.956341 -2.553702 1.017102 0.1 0.1 0.0 -0.005
N -0.941455 -1.118346 0.865509 -0.1 0.3 -0.1 0.037
C -2.525681 0.975106 -1.566933 0.0 -0.1 -0.1 -0.054
C 1.859587 1.602149 1.395918 0.0 0.0 0.0 -0.091
C -2.563252 -3.106122 -3.139312 0.1 0.1 0.0 0.029
C 0.596325 -0.105828 2.337025 0.0 0.0 0.2 -0.177
H 7.171072 -1.738561 -1.858872 0.0 0.0 0.0 0.116
H -4.687910 -3.819008 0.883317 0.0 0.0 0.0 0.114
H -2.393350 0.365379 -2.456126 0.0 0.0 0.0 0.091
H -3.245919 -3.735181 -3.697020 0.0 0.0 0.0 0.129
N 0.939183 0.671656 1.273752 -0.1 0.1 -0.1 0.057
C -0.682744 -1.636663 -3.023708 0.0 0.0 0.0 -0.075
H -0.263567 1.305485 -3.013371 -0.1 0.0 0.0 0.065
H 0.354124 2.630132 -2.011999 0.0 0.0 0.0 0.080
H -1.931678 3.681661 3.287039 0.0 0.0 0.0 0.095
C 3.968224 -0.727891 -1.749011 0.1 0.1 -0.1 -0.223
H -3.328393 1.948578 0.618093 0.0 0.0 0.0 0.110
O 2.586245 2.374319 -2.667785 0.0 0.0 0.1 -0.271
H -1.352890 -2.587343 -4.828561 0.0 0.0 0.0 0.118
H 3.253445 2.628217 2.673608 0.0 0.0 0.0 0.116
H -2.815625 3.525819 1.190631 -0.1 0.0 -0.1 0.132
C -2.974344 1.245791 2.909871 0.1 0.0 -0.1 -0.084
S 2.439426 0.970996 -2.911036 0.0 0.0 0.2 0.682
C -3.788968 -3.574736 -1.020755 -0.1 0.0 0.1 -0.031
H -1.210360 2.784930 -2.826505 0.0 0.0 0.0 0.115
H -0.527048 3.047316 0.142151 0.0 0.0 0.0 0.116
C -3.883175 -3.358773 0.325225 0.0 -0.1 -0.1 -0.054
C 0.930900 -0.861655 4.625336 -0.1 -0.1 0.1 -0.032
H 5.081069 -2.126162 -0.563419 0.0 0.0 0.0 0.114
H -4.494988 -4.209666 -1.538768 0.0 0.0 0.0 0.118
H -3.756895 1.953978 3.222843 0.0 0.0 0.0 0.095
C 6.286791 -0.303509 -3.179563 0.0 0.0 0.0 -0.039
H 5.156481 1.117606 -4.353324 0.0 0.0 0.0 0.130
H -1.349139 -2.795320 3.036028 0.0 0.0 0.0 0.100
O 1.683865 0.547496 -4.056369 0.1 0.0 -0.1 -0.284
C 5.147919 0.409381 -3.536109 0.0 0.0 -0.1 -0.015
H -0.202063 -2.563685 5.184234 0.0 0.0 0.0 0.114
C -2.455945 2.513107 0.948571 -0.1 -0.1 -0.2 -0.198
C -1.833922 -2.127013 -1.066095 -0.1 -0.2 0.0 -0.147
C -1.911025 -1.943679 0.353970 0.0 0.0 0.1 -0.203
N 1.796967 0.188950 -1.552091 0.2 -0.1 -0.2 -0.134
C 5.105784 -1.432642 -1.393330 0.0 0.0 0.0 -0.003
H -3.197995 1.801184 -1.815259 0.0 0.0 0.0 0.114
C 2.639810 -0.771716 -1.119550 -0.2 -0.2 0.1 -0.770
H 2.718312 1.200689 4.637044 0.0 0.0 0.0 0.129
C -1.241091 2.890398 2.955961 0.0 -0.1 -0.1 -0.089
N -1.218115 1.513735 -1.128787 0.1 -0.1 0.4 -0.249
C -0.540636 2.090060 -2.312262 -0.1 0.0 -0.1 -0.077
S 2.120858 -1.903242 -0.028888 0.1 0.0 0.0 0.870
C -0.651595 -1.982793 3.166691 -0.1 0.1 -0.1 0.005
C -0.409133 -1.105602 2.128200 -0.1 -0.1 0.1 -0.229
H 0.129551 -1.094149 -3.495912 0.0 0.0 0.0 0.104
C -1.489392 2.682006 -0.219462 0.2 0.0 0.2 -0.145
H -3.435035 0.458258 2.311837 0.0 0.0 0.0 0.079
H -1.921974 3.455178 -0.863991 0.1 0.0 0.0 0.129
H -2.548247 0.794848 3.804258 0.0 -0.1 0.0 0.086
C -2.749343 -2.951823 -1.747548 0.1 0.1 0.0 -0.141
H -0.433080 3.359508 2.394117 0.0 0.0 0.0 0.078
C -1.527955 -2.468591 -3.769020 0.0 -0.1 -0.1 -0.013
N -0.845144 -1.464998 -1.727592 0.2 0.1 0.0 0.063
H -0.816268 2.419841 3.838304 0.1 -0.1 0.1 0.085
C 1.248435 0.030137 3.577979 0.0 0.1 -0.2 -0.147
C 6.266382 -1.206700 -2.120091 0.0 0.0 0.0 -0.038
H 7.203332 -0.146899 -3.731713 0.0 0.0 0.0 0.117
C 0.015882 -1.851721 4.398999 0.1 0.1 0.1 -0.055
H 1.429136 -0.767186 5.580777 0.0 0.0 0.0 0.117
N -1.917858 1.891364 2.139693 0.1 -0.1 0.1 -0.263
C 2.215289 1.054941 3.688964 -0.1 0.0 0.0 0.024
C 4.007742 0.171298 -2.800335 -0.2 0.0 0.2 -0.213
H -2.978969 0.366511 -0.786914 0.0 0.0 0.0 0.092
H 2.111450 2.164208 0.502678 0.0 0.0 0.0 0.126
C 2.513879 1.843172 2.610841 0.0 0.0 0.1 -0.021
Ga 0.105703 -0.135824 -0.427047 -0.3 0.2 -0.1 0.376
H -3.084668 -2.398689 2.077898 0.0 0.0 0.0 0.104
```
Positions in Å, forces in eV/Å.

Calculated values
Kohn-Sham gap, eV: 6.86
Total charge: +1
Multiplicity: 1


Entry 2:
The following is a DFT calculation (ωB97M-V/def2-TZVPD) of a molecular structure, C31H32N2OSiZn.

The geometry in XYZ format:
```
68
Properties=species:S:1:pos:R:3:forces:R:3:lowdin_charge:R:1
H -2.652837 1.252915 -3.597515 0.4 0.1 1.3 0.074
H -2.069538 2.557927 -0.488098 -0.2 -0.8 -1.1 0.085
Si -0.141578 0.213723 1.230928 0.1 -0.3 -0.1 0.356
H -4.703612 -1.763890 1.902770 0.8 -0.1 0.1 0.106
H 3.262876 -0.598101 -4.313058 -0.2 0.4 0.1 0.107
O -0.185355 0.365632 -0.340103 0.2 0.9 -0.4 -0.364
H -2.077514 2.801356 -3.859031 0.1 0.2 1.1 0.068
H -2.269501 -1.826390 -2.243738 -0.8 0.1 0.9 -0.016
H 2.346691 -0.750388 -0.054317 -0.2 0.0 0.1 0.081
H 1.735108 3.449064 -4.645577 0.3 -0.2 0.1 0.107
C 2.509992 -0.760722 1.018712 0.6 -0.4 0.9 -0.080
C -0.518980 1.751960 2.207875 0.1 0.7 0.1 -0.235
H -1.972602 -1.716658 -0.446226 0.4 0.6 -0.6 -0.040
C -1.574127 2.637972 -1.482433 -1.0 3.2 -1.1 -0.132
C 3.741279 -1.218966 1.522110 0.1 0.1 0.2 -0.095
H -3.824059 -4.088995 2.289527 0.4 0.5 0.0 0.098
C 1.507748 -0.328971 1.904473 0.8 0.2 -0.6 -0.240
C 1.710309 2.421983 -4.292562 0.3 -0.5 0.2 -0.042
C -3.613563 -1.943165 1.973138 0.1 0.1 0.1 -0.094
C -1.105265 4.212461 3.473517 0.0 -0.2 -0.2 -0.105
H -2.065941 0.936091 3.486710 0.2 0.4 -0.2 0.093
H 0.227123 -2.594347 2.089508 -0.3 0.1 -0.1 0.100
H -3.118406 0.137289 1.671815 0.2 -0.4 -0.2 0.105
C -1.823065 3.052013 3.807785 0.0 0.3 0.1 -0.093
C 2.523458 0.173784 -4.093771 0.0 0.3 0.1 -0.004
Zn -1.599355 0.453692 -1.938507 2.4 -1.5 1.9 0.629
H 3.330633 -1.945707 -2.896823 0.1 -0.3 0.3 0.094
C 4.009430 -1.185047 2.901603 -0.5 0.2 -0.2 -0.101
C -1.514677 1.833324 3.186232 -0.2 0.4 0.3 -0.100
H 4.977669 -1.511486 3.299787 -0.4 0.1 -0.2 0.096
H 0.913461 -4.691185 -0.548538 0.3 -0.1 -0.1 0.105
C -1.737331 -3.467161 2.254952 -0.3 0.1 -0.2 -0.092
H 3.225563 -0.629166 4.854542 -0.1 -0.1 -0.6 0.101
H -1.344263 -4.488760 2.389865 -0.3 0.6 0.1 0.100
H -0.492312 2.753166 -1.254368 -0.6 -1.2 -0.8 0.065
C 2.699930 1.471607 -4.587353 -1.1 -0.2 0.3 -0.039
C 2.311767 -3.469815 -1.730464 -0.5 0.1 0.1 -0.057
C 1.792001 -0.262532 3.270820 0.2 -0.2 0.2 -0.092
C -0.027486 -3.030942 -1.480514 0.9 0.0 -0.1 -0.125
C 0.250952 2.900041 1.932383 -0.6 0.7 0.5 -0.097
H 3.558371 1.729679 -5.190298 0.0 0.0 0.0 0.107
C -0.848059 -2.398066 2.058958 -0.6 -0.3 0.0 -0.093
N 0.072865 -1.913675 -2.190603 0.4 0.7 -0.7 0.098
H 3.183919 -4.092024 -1.579681 0.0 0.1 0.0 0.106
H -2.647877 3.108069 4.545855 0.7 -0.1 -0.5 0.105
H -1.855838 3.674022 -1.822828 0.5 -0.6 0.9 0.080
H -0.106413 2.755323 -3.194196 0.4 -0.4 -0.5 0.070
C 3.022014 -0.692625 3.773557 0.3 0.0 0.1 -0.094
H 4.515040 -1.592269 0.838350 -0.3 0.2 0.2 0.094
C 0.627308 2.012782 -3.522910 -0.1 0.0 -0.5 -0.139
H 1.095812 2.852043 1.242906 -0.2 -0.1 0.0 0.105
C -3.127130 -3.241887 2.204563 0.3 0.1 -0.3 -0.097
C -1.321767 -1.101354 1.803332 -0.7 -0.4 0.4 -0.235
C 1.079294 -3.830003 -1.181592 0.0 0.5 -0.4 -0.037
C -2.714651 -0.875548 1.800529 -0.2 -0.8 0.3 -0.131
C 1.257614 -1.483954 -2.663393 0.0 -1.8 0.8 -0.206
C -0.049496 4.129940 2.543599 -0.1 -0.1 0.1 -0.096
C 2.397908 -2.292573 -2.470786 -0.3 0.6 -0.2 -0.026
C 1.384330 -0.154994 -3.330851 -0.6 0.5 -0.4 -0.165
H -3.464407 -1.045393 -1.009152 0.6 -0.5 -0.7 -0.009
H 1.030816 0.135294 3.955818 0.3 -0.2 -0.2 0.110
C -2.394900 -1.210352 -1.319899 -2.4 -0.2 -0.6 -0.246
N 0.387624 0.749660 -3.150526 0.7 0.1 0.4 0.106
H -1.376198 5.181141 3.923381 0.2 -0.6 -0.2 0.098
H -1.009256 -3.331524 -1.112334 0.2 0.3 -0.2 0.104
H -3.424476 2.592728 -2.606763 1.0 -0.7 -1.1 0.092
C -2.441717 2.194572 -3.008968 -1.1 0.9 0.8 -0.127
H 0.524680 5.037396 2.287881 -0.3 -0.6 0.2 0.099
```
Positions in Å, forces in eV/Å.

Calculated values
Kohn-Sham gap, eV: 7.35
Multiplicity: 1


Entry 3:
The following is a DFT calculation (ωB97M-V/def2-TZVPD) of a molecular structure, C31H32N6O9Ti.

The geometry in XYZ format:
```
79
Properties=species:S:1:pos:R:3:forces:R:3:lowdin_charge:R:1
H -2.095304 -2.757551 1.524052 0.0 0.0 0.0 0.087
C -1.417446 0.386938 2.702539 -0.2 -0.1 0.0 -0.049
H 3.760918 2.859279 -2.401779 0.0 0.0 -0.1 0.145
H -0.489045 -2.224721 2.029368 0.1 0.0 0.0 0.075
C -2.651687 -2.055055 -3.023328 0.0 0.2 0.1 0.095
C -4.302601 -4.329770 -5.237481 0.2 0.1 0.3 -0.086
N 5.085181 0.610791 6.499317 0.1 0.2 0.0 -0.346
C 3.323990 1.871170 -2.283938 0.0 -0.1 0.0 -0.069
H 0.449411 0.490096 -3.279931 -0.1 0.0 0.0 0.135
C -1.065957 -1.376418 -1.259286 0.0 -0.1 0.1 -0.570
O 4.436590 1.133245 7.382770 0.0 -0.1 -0.1 0.088
H -2.135987 3.466946 3.874326 0.0 0.0 0.0 0.087
H -0.919231 2.328050 4.470488 0.0 0.0 0.0 0.085
O -3.382144 -5.169858 -4.516476 -0.1 -0.1 -0.2 0.059
H -3.511329 -1.119411 0.513712 0.0 0.0 0.0 0.135
H -5.204554 2.215579 0.372468 0.0 0.0 0.0 0.082
H 1.302993 2.555772 -2.121523 -0.1 0.1 0.0 0.120
O -4.119920 -2.997329 -4.744631 -0.1 -0.1 -0.1 0.049
H 0.887616 -1.077620 -2.610391 -0.1 -0.1 0.1 0.125
H 2.092941 0.038302 -0.858409 0.2 -0.1 0.1 0.073
H 3.947558 1.267126 -4.199591 0.1 0.0 0.0 0.184
H -5.319965 -4.658608 -5.045810 -0.1 0.0 0.1 0.141
H -2.983149 -1.027969 -3.120269 0.0 -0.1 0.0 0.140
C -1.968346 1.665496 2.711150 0.0 0.0 0.0 -0.261
C -1.656404 -2.416454 -2.091380 0.0 0.0 0.0 -0.143
C -2.723550 -4.377236 -3.646741 0.0 -0.1 0.0 -0.206
H -5.547965 0.484632 0.254338 0.0 0.0 0.0 0.089
H -1.432551 -5.775432 -2.653998 0.0 0.1 0.0 0.130
C 5.105344 -0.247697 4.185941 0.1 -0.1 0.0 0.020
C -3.067656 1.920439 1.897092 0.0 0.1 -0.1 0.001
C 2.533289 -0.134247 1.437271 -0.6 0.3 0.1 -0.498
H -0.604898 3.284409 3.017358 0.0 0.0 0.0 0.085
H 2.419278 1.863505 -4.151871 0.0 0.1 -0.1 0.184
C -4.767714 1.241399 0.157474 0.1 0.0 0.0 -0.023
C -0.936641 3.091415 -0.993510 -0.1 -0.3 0.4 -0.266
O 0.238856 2.061752 0.732270 -0.2 1.8 0.2 -0.175
N 1.406176 0.575948 -1.413004 -0.1 0.1 -0.3 -0.069
H 2.139870 2.367476 -0.589598 0.0 0.0 0.2 0.132
C -1.555823 -2.071471 2.175736 0.0 0.1 -0.1 -0.024
H -1.788568 -2.328788 3.209385 0.0 0.0 0.0 0.097
C -1.378240 2.744367 3.572755 0.0 0.0 -0.1 -0.023
H 3.263216 -0.711015 -3.007212 0.1 0.0 0.0 0.147
C 1.221204 -0.052988 -2.730922 0.1 0.2 0.1 -0.142
H -3.506398 2.913881 1.901285 0.0 0.0 0.0 0.130
C 4.483050 -0.427275 2.962612 0.1 0.0 0.0 0.009
C 3.184473 0.024068 2.772919 -0.1 -0.1 0.0 -0.115
H 2.353605 -0.513656 -4.521098 0.0 0.0 -0.1 0.142
Ti -0.190236 0.328479 0.200961 -0.2 -1.7 0.2 1.086
C 3.124366 0.867607 5.024782 -0.1 0.0 0.0 0.023
H 6.112476 -0.593047 4.369322 0.0 0.0 0.0 0.125
H 1.500035 1.030830 3.630484 0.0 0.0 0.0 0.105
H 4.999539 -0.922927 2.150187 0.0 0.0 0.0 0.124
H 2.630710 1.372000 5.842378 0.0 0.0 0.0 0.124
C -1.510558 2.828440 -2.277717 -0.1 0.0 0.2 -0.171
C 2.515639 -0.111550 -3.524597 0.0 0.1 0.1 -0.068
C -3.162309 -3.065709 -3.780037 -0.1 0.1 -0.1 -0.199
N -1.869176 2.581057 -3.343758 0.0 0.0 0.1 0.189
C -1.219701 -3.728424 -1.955497 0.0 -0.1 0.0 0.005
O 6.248775 0.277075 6.590438 -0.2 -0.1 0.0 0.089
O -0.123456 -1.611992 -0.420079 -0.2 -0.5 -0.4 -0.073
H -4.437495 1.238872 -0.886023 0.0 0.0 0.1 0.084
N -0.735136 2.052107 -0.197911 0.3 1.8 -0.7 -0.115
O -1.442278 -0.161593 -1.331971 -0.2 -0.4 -0.5 -0.076
C 2.505212 0.668686 3.801674 0.0 0.0 0.0 0.014
O 3.220339 -0.138003 0.412997 0.3 -0.2 -0.2 0.038
C -3.052253 -0.330843 1.100333 -0.1 -0.1 0.0 -0.021
C -1.969113 -0.639604 1.921532 -0.1 -0.2 0.4 -0.308
N 3.089696 1.277367 -3.652320 -0.1 -0.1 0.2 0.072
H -4.070232 -4.366180 -6.297532 0.1 0.0 -0.1 0.140
O 1.238410 -0.190101 1.429654 1.1 -0.3 0.6 -0.121
C -3.609575 0.943688 1.071777 -0.1 0.1 -0.1 -0.251
H -0.634374 0.133727 3.403024 0.2 0.0 0.0 0.124
H -0.460586 -3.953409 -1.218239 0.0 0.0 0.0 0.126
N -0.036133 5.427106 -0.382621 0.0 -0.2 -0.1 0.198
C 1.993442 1.921300 -1.565126 0.0 -0.3 -0.1 -0.156
C -1.755007 -4.746037 -2.745302 0.1 -0.1 0.1 0.039
C 4.412668 0.399472 5.189744 0.0 0.0 0.2 -0.127
H 4.022432 1.218162 -1.761675 0.0 0.0 0.0 0.138
C -0.438587 4.381941 -0.653315 0.1 0.2 -0.1 -0.164
```
Positions in Å, forces in eV/Å.

Calculated values
Kohn-Sham gap (spin up / spin down), eV: 6.95 / 7.07
Total charge: +1
Multiplicity: 2


F_max for the records above, in order: 0.00750; 0.06883; 0.03836 Eh/bohr
Energy for the records above, in order: -4400.60269; -3453.98770; -3055.43496 Eh
ΔE to the lowest compared entry with this formula, charge and spin for the records above, in order: 0.0; 81.9; 0.0 kcal/mol